{
  "formula": "CH3Cl2OPS",
  "method": "the ωB97M-V functional and the def2-TZVPD basis",
  "total_energy_ha": -1774.98254,
  "orbital_gap_ev": [6.6, 6.5],
  "e_lumo_ev": [-2.37, -2.37],
  "mol_weight_g_mol": 164.98,
  "e_above_lowest_kj_mol": 474.5,
  "homo_energy_ev": [-8.9, -8.9],
  "multiplicity": 1,
  "species": ["C", "O", "P", "S", "Cl", "Cl", "H", "H", "H"],
  "xyz": [[0.085, 0.536, -0.001], [-0.779, -1.704, 1.593], [0.478, -1.250, -0.260], [-1.300, -2.061, 2.915], [-1.053, 1.113, -1.212], [1.487, -1.109, -2.147], [0.941, 1.206, 0.081], [-0.194, 0.694, 0.981], [-0.697, -1.709, -0.847]]
}

{
  "formula": "C4H9N2O",
  "method": "the ωB97M-V functional and the def2-TZVPD basis",
  "charge": 1,
  "total_energy_ha": -342.04996,
  "orbital_gap_ev": [8.2, 6.7],
  "e_lumo_ev": [-3.11, -8.76],
  "mol_weight_g_mol": 101.13,
  "e_above_lowest_kj_mol": 295.6,
  "homo_energy_ev": [-11.4, -15.5],
  "multiplicity": 3,
  "s_squared": 2.007,
  "species": ["C", "C", "C", "C", "N", "N", "O", "H", "H", "H", "H", "H", "H", "H", "H", "H"],
  "xyz": [[-1.004, -0.587, 1.430], [0.309, 0.318, 1.204], [-1.097, -0.453, -0.830], [1.661, -0.024, -0.797], [-1.547, -0.943, 0.354], [0.423, 0.454, -0.272], [-1.806, 0.411, -1.480], [-1.328, -0.907, 2.406], [0.186, 1.329, 1.796], [1.278, -0.246, 1.564], [-0.645, -1.135, -1.426], [1.858, -1.092, -0.278], [1.607, 0.005, -1.919], [2.418, 0.668, -0.473], [0.224, 1.416, -0.327], [-2.538, 0.785, -0.953]]
}

{
  "formula": "C16H31N3O24",
  "method": "the ωB97M-V functional and the def2-TZVPD basis",
  "charge": -4,
  "total_energy_ha": -2598.12113,
  "orbital_gap_ev": 3.2,
  "e_lumo_ev": 5.16,
  "mol_weight_g_mol": 649.42,
  "e_above_lowest_kj_mol": 196.4,
  "homo_energy_ev": 2.0,
  "multiplicity": 1,
  "species": ["C", "C", "O", "N", "H", "H", "C", "H", "H", "H", "H", "H", "H", "C", "C", "O", "N", "H", "H", "C", "H", "H", "H", "H", "H", "H", "C", "C", "O", "N", "H", "H", "C", "H", "H", "H", "H", "H", "H", "O", "C", "O", "O", "H", "O", "C", "O", "O", "H", "O", "C", "O", "O", "H", "O", "C", "O", "O", "H", "O", "C", "O", "O", "H", "O", "C", "O", "O", "H", "O", "C", "O", "O", "H"],
  "xyz": [[-3.699, 25.805, -4.296], [-2.637, 26.286, -3.362], [-2.095, 27.358, -3.492], [-2.508, 25.607, -1.950], [-3.309, 25.849, -1.384], [-2.653, 24.609, -1.905], [-1.264, 26.049, -1.276], [-3.774, 24.718, -4.308], [-3.503, 26.232, -5.279], [-4.673, 26.226, -4.044], [-1.134, 25.471, -0.361], [-1.412, 27.013, -0.790], [-0.500, 26.059, -2.053], [-1.217, 28.928, 1.863], [-0.327, 29.670, 2.847], [-0.687, 30.638, 3.526], [1.047, 29.071, 3.109], [1.057, 28.835, 4.091], [1.159, 28.183, 2.642], [2.142, 30.074, 2.563], [-1.081, 29.351, 0.868], [-2.281, 29.034, 2.072], [-0.941, 27.875, 1.928], [2.470, 30.734, 3.367], [1.786, 30.510, 1.630], [2.968, 29.384, 2.391], [2.803, 31.145, -3.002], [2.070, 29.994, -3.785], [2.564, 29.202, -4.539], [0.576, 29.760, -3.404], [0.309, 30.678, -3.078], [0.000, 29.533, -4.202], [0.414, 28.739, -2.245], [3.880, 30.997, -2.922], [2.339, 31.312, -2.030], [2.642, 32.045, -3.595], [-0.659, 28.811, -2.068], [1.020, 29.010, -1.380], [0.690, 27.777, -2.677], [-1.199, 27.598, -6.718], [-1.406, 28.889, -6.563], [-0.672, 29.703, -5.985], [-2.464, 29.202, -7.116], [-2.114, 27.551, -7.004], [-4.003, 24.265, 0.429], [-3.384, 24.434, 1.579], [-3.494, 23.574, 2.494], [-2.517, 25.391, 1.753], [-4.368, 23.392, 0.589], [1.807, 25.353, -2.517], [2.569, 24.263, -2.496], [2.869, 23.802, -1.362], [2.841, 23.613, -3.477], [1.851, 25.743, -1.641], [-1.756, 22.769, -4.839], [-2.040, 22.276, -3.641], [-1.639, 21.105, -3.556], [-2.679, 22.892, -2.777], [-1.542, 21.854, -5.037], [1.794, 24.603, 0.881], [1.597, 25.964, 0.900], [1.341, 26.556, 1.956], [1.535, 26.548, -0.152], [2.078, 24.447, -0.023], [-5.771, 22.574, -4.788], [-6.753, 23.479, -4.765], [-7.028, 24.174, -3.791], [-7.313, 23.626, -5.873], [-5.938, 22.295, -5.691], [-4.425, 27.611, -1.334], [-5.208, 28.059, -0.434], [-5.966, 27.293, 0.167], [-5.136, 29.198, 0.040], [-4.049, 28.395, -1.742]]
}

{
  "formula": "C5H9NO",
  "method": "the ωB97M-V functional and the def2-TZVPD basis",
  "charge": 1,
  "total_energy_ha": -325.56682,
  "orbital_gap_ev": [11.4, 6.6],
  "e_lumo_ev": [-3.83, -8.36],
  "mol_weight_g_mol": 99.13,
  "e_above_lowest_kj_mol": 128.0,
  "homo_energy_ev": [-15.2, -14.9],
  "multiplicity": 2,
  "s_squared": 0.756,
  "species": ["N", "C", "C", "C", "C", "C", "O", "H", "H", "H", "H", "H", "H", "H", "H", "H"],
  "xyz": [[-1.190, -0.350, -0.556], [-1.392, -0.413, 0.871], [-0.878, 0.957, 1.324], [0.325, 1.178, 0.356], [0.085, 0.223, -0.810], [1.181, -0.923, -0.873], [2.243, -0.753, -0.382], [-1.966, -0.031, -1.135], [-2.411, -0.643, 1.169], [-0.698, -1.145, 1.278], [-0.528, 0.810, 2.345], [-1.544, 1.822, 1.304], [1.276, 0.973, 0.850], [0.400, 2.219, 0.039], [0.187, 0.700, -1.786], [0.981, -1.857, -1.423]]
}

{
  "formula": "C30H46O30",
  "method": "the ωB97M-V functional and the def2-TZVPD basis",
  "total_energy_ha": -3428.02087,
  "orbital_gap_ev": 10.8,
  "e_lumo_ev": 0.19,
  "mol_weight_g_mol": 886.67,
  "e_above_lowest_kj_mol": 0.0,
  "homo_energy_ev": -10.6,
  "smiles": "COC(=O)OC.COC(=O)OC.COC(=O)OC.O=C1OCCO1.O=C1OCCO1.O=C1OCCO1.O=C1OCCO1.O=C1OCCO1.O=C1OCCO1.O=C1OCCO1",
  "multiplicity": 1,
  "species": ["C", "C", "O", "C", "O", "O", "H", "H", "H", "H", "C", "C", "O", "C", "O", "O", "H", "H", "H", "H", "C", "C", "O", "C", "O", "O", "H", "H", "H", "H", "C", "C", "O", "C", "O", "O", "H", "H", "H", "H", "C", "C", "O", "C", "O", "O", "H", "H", "H", "H", "C", "C", "O", "C", "O", "O", "H", "H", "H", "H", "C", "C", "O", "C", "O", "O", "H", "H", "H", "H", "C", "O", "C", "O", "O", "C", "H", "H", "H", "H", "H", "H", "C", "O", "C", "O", "O", "C", "H", "H", "H", "H", "H", "H", "C", "O", "C", "O", "O", "C", "H", "H", "H", "H", "H", "H"],
  "xyz": [[18.550, 7.653, -9.412], [17.918, 7.194, -10.675], [16.544, 7.256, -10.350], [16.351, 7.206, -9.046], [15.351, 6.911, -8.458], [17.543, 7.445, -8.403], [18.791, 8.711, -9.527], [19.438, 7.067, -9.187], [18.127, 6.163, -10.977], [18.127, 7.753, -11.587], [15.760, 5.796, -13.164], [14.629, 6.836, -13.011], [15.373, 8.049, -13.182], [16.453, 7.799, -13.928], [17.081, 8.641, -14.506], [16.724, 6.510, -13.914], [15.438, 4.900, -13.697], [16.118, 5.441, -12.195], [14.064, 6.744, -12.092], [13.987, 6.684, -13.885], [17.797, 8.801, -5.366], [17.069, 7.708, -4.593], [17.622, 6.532, -5.149], [18.764, 6.833, -5.766], [19.452, 6.084, -6.390], [19.044, 8.142, -5.614], [17.978, 9.736, -4.841], [17.361, 9.037, -6.341], [15.997, 7.816, -4.755], [17.292, 7.738, -3.524], [23.141, 4.511, -13.259], [22.304, 5.279, -14.292], [21.215, 5.827, -13.523], [21.582, 5.826, -12.216], [20.996, 6.371, -11.326], [22.668, 5.082, -12.029], [24.209, 4.713, -13.312], [23.006, 3.429, -13.236], [21.849, 4.606, -15.011], [22.907, 6.133, -14.598], [13.770, 10.487, -11.885], [14.842, 11.171, -12.769], [16.048, 10.909, -12.077], [15.781, 10.431, -10.883], [16.577, 10.549, -9.983], [14.491, 10.100, -10.729], [13.412, 9.614, -12.429], [12.986, 11.222, -11.718], [14.690, 12.254, -12.782], [14.779, 10.881, -13.815], [16.097, 3.887, -7.204], [17.185, 3.292, -6.298], [16.980, 1.874, -6.382], [15.788, 1.641, -6.941], [15.309, 0.559, -7.084], [15.227, 2.774, -7.386], [16.574, 4.255, -8.115], [15.568, 4.739, -6.785], [17.078, 3.618, -5.264], [18.185, 3.551, -6.635], [18.628, 4.261, -15.193], [18.777, 3.846, -13.753], [19.897, 2.970, -13.838], [19.813, 2.342, -15.057], [20.308, 1.291, -15.298], [19.038, 3.060, -15.864], [19.218, 5.154, -15.403], [17.602, 4.502, -15.466], [17.944, 3.330, -13.271], [19.036, 4.692, -13.116], [20.113, 9.944, -12.493], [20.873, 10.383, -11.352], [21.075, 11.686, -11.196], [20.710, 12.549, -11.956], [21.774, 11.853, -10.090], [21.846, 13.135, -9.505], [20.559, 10.189, -13.451], [19.132, 10.374, -12.291], [19.991, 8.869, -12.386], [21.008, 13.749, -9.845], [22.796, 13.622, -9.708], [21.680, 13.094, -8.428], [19.944, 3.525, -9.649], [18.864, 2.610, -9.521], [17.771, 2.881, -10.217], [17.474, 3.914, -10.766], [17.006, 1.818, -10.191], [15.858, 1.785, -11.032], [19.721, 4.523, -9.260], [20.302, 3.594, -10.674], [20.730, 3.200, -8.971], [15.426, 0.804, -10.871], [16.164, 1.916, -12.071], [15.121, 2.555, -10.806], [7.931, 7.179, -9.334], [9.205, 6.856, -9.863], [10.246, 7.414, -9.245], [10.228, 8.101, -8.267], [11.329, 7.076, -9.910], [12.570, 7.671, -9.538], [7.915, 8.208, -8.970], [7.660, 6.570, -8.470], [7.200, 7.048, -10.126], [12.443, 8.722, -9.802], [13.387, 7.314, -10.160], [12.871, 7.466, -8.516]]
}

{
  "formula": "C49H38BCaN13O6P2Se2",
  "method": "the ωB97M-V functional and the def2-TZVPD basis",
  "charge": -1,
  "total_energy_ha": -9241.66824,
  "orbital_gap_ev": [7.2, 5.6],
  "e_lumo_ev": [1.39, -0.19],
  "mol_weight_g_mol": 1175.69,
  "e_above_lowest_kj_mol": 0.0,
  "homo_energy_ev": [-5.8, -5.8],
  "multiplicity": 2,
  "s_squared": 0.768,
  "species": ["Ca", "C", "C", "N", "N", "C", "B", "N", "C", "C", "C", "N", "N", "C", "C", "C", "N", "N", "C", "C", "C", "N", "H", "H", "H", "H", "H", "H", "H", "H", "H", "H", "H", "H", "Se", "P", "C", "C", "C", "C", "C", "C", "C", "C", "C", "C", "C", "C", "C", "C", "N", "N", "N", "P", "Se", "C", "C", "C", "C", "C", "C", "C", "C", "C", "C", "C", "C", "H", "H", "H", "H", "H", "H", "H", "H", "H", "H", "H", "H", "H", "H", "H", "H", "H", "H", "H", "H", "O", "C", "C", "O", "C", "C", "O", "C", "O", "O", "N", "C", "O", "C", "C", "C", "C", "N", "C", "H", "H", "H", "H", "H", "H"],
  "xyz": [[-0.927, 1.126, 1.382], [-5.294, -0.727, 0.525], [-3.898, -0.818, 0.583], [-3.312, 0.306, 0.236], [-4.317, 1.221, 0.031], [-5.534, 0.591, 0.221], [-4.024, 2.691, -0.068], [-3.856, 3.099, 1.370], [-4.780, 3.661, 2.173], [-4.244, 3.648, 3.465], [-3.033, 3.006, 3.350], [-2.766, 2.689, 2.068], [-2.691, 2.905, -0.900], [-2.627, 3.081, -2.237], [-1.312, 3.358, -2.557], [-0.625, 3.312, -1.355], [-1.469, 3.038, -0.351], [-5.140, 3.497, -0.684], [-5.162, 4.829, -0.797], [-6.242, 5.179, -1.599], [-6.794, 3.957, -1.967], [-6.149, 2.948, -1.395], [-6.013, -1.490, 0.720], [-3.245, -1.662, 0.808], [-6.471, 1.104, 0.087], [-5.652, 4.132, 1.777], [-4.765, 4.051, 4.340], [-2.245, 2.870, 4.111], [-3.519, 2.808, -2.784], [-0.981, 3.515, -3.562], [0.421, 3.499, -1.107], [-4.374, 5.453, -0.489], [-6.453, 6.177, -1.942], [-7.706, 3.785, -2.502], [3.328, -3.320, -3.676], [1.669, -1.971, -3.147], [0.040, -2.811, -3.215], [-1.014, -2.717, -2.316], [-2.306, -3.164, -2.624], [-2.555, -3.736, -3.845], [-1.513, -3.915, -4.695], [-0.238, -3.510, -4.391], [1.524, -0.785, -4.466], [2.532, -0.813, -5.439], [2.464, 0.092, -6.477], [1.390, 0.910, -6.672], [0.401, 0.890, -5.685], [0.490, 0.112, -4.577], [1.666, -1.229, -1.494], [2.195, -1.419, -0.188], [1.399, -0.615, 0.625], [0.578, 0.016, -0.170], [0.682, -0.334, -1.421], [3.554, -2.264, 0.503], [4.131, -1.550, 2.402], [3.267, -4.046, 0.536], [4.040, -4.870, 1.391], [3.864, -6.271, 1.439], [2.827, -6.828, 0.731], [1.968, -6.042, -0.029], [2.214, -4.678, -0.128], [4.926, -2.138, -0.739], [5.979, -3.042, -0.711], [7.111, -2.919, -1.469], [7.201, -1.789, -2.357], [6.188, -0.847, -2.390], [5.054, -1.053, -1.596], [-0.895, -2.166, -1.381], [-3.064, -3.022, -1.885], [-3.493, -4.159, -4.122], [-1.675, -4.491, -5.614], [0.564, -3.736, -5.124], [3.437, -1.380, -5.237], [3.234, 0.149, -7.213], [1.296, 1.524, -7.544], [-0.457, 1.597, -5.759], [-0.236, 0.205, -3.746], [4.824, -4.332, 1.945], [4.483, -6.881, 2.080], [2.689, -7.892, 0.774], [1.114, -6.426, -0.559], [1.591, -4.124, -0.779], [5.935, -3.902, -0.028], [7.895, -3.725, -1.518], [8.092, -1.603, -3.010], [6.230, -0.039, -3.099], [4.275, -0.303, -1.690], [0.012, -0.962, 7.613], [-0.740, -0.783, 6.699], [-0.445, -0.102, 5.308], [0.654, 0.213, 4.844], [-1.715, 0.113, 4.637], [-2.818, -0.437, 5.452], [-3.985, -0.486, 5.249], [-2.185, -1.085, 6.725], [-2.804, -1.593, 7.589], [-1.886, 0.566, 3.408], [3.528, 1.121, 5.082], [3.670, 2.438, 4.794], [4.642, 3.109, 5.100], [2.438, 2.985, 4.142], [2.000, 4.283, 4.437], [0.809, 4.772, 3.872], [0.046, 3.951, 3.064], [0.447, 2.705, 2.702], [1.626, 2.307, 3.241], [4.344, 0.608, 5.450], [2.674, 0.555, 4.851], [2.603, 4.887, 5.103], [0.393, 5.782, 3.943], [-0.875, 4.287, 2.640], [1.874, 1.287, 2.900]]
}